[1]
Entry from the Open Molecules 2025 dataset: an isolated ion of composition C9H12N2OPS and charge +1 in a non-equilibrium geometry (the ωB97M-V functional and the def2-TZVPD basis).

Summary:
Maximum force ... 7.271 eV/Å
SMILES ... C[N+](C)=C1Nc2ccccc2[P@]1(O)=S
Total charge ... +1
LUMO ... -4.3 eV
HOMO-LUMO gap ... 0.2741 Eh
Multiplicity ... 1

Each line ends with the Löwdin charge.
Geometry (Å):
C 3.1014 -0.8320 -0.2280  -0.046
N 2.1396 0.2491 -0.0562  -0.152
C 2.7458 1.2990 0.8363  0.019
C 0.8840 0.2281 -0.3095  -0.281
N 0.0301 1.1540 0.1564  0.103
C -1.2970 0.9328 0.0027  -0.130
C -2.3505 1.6905 0.1784  -0.056
C -3.5352 0.9848 0.3416  -0.048
C -3.7313 -0.3730 0.2022  -0.070
C -2.7500 -1.2762 -0.1722  -0.128
C -1.5169 -0.8434 -0.4250  -0.186
P 0.1292 -1.5213 -0.5182  0.386
O 0.5413 -2.1177 -1.9433  -0.187
S 0.6088 -2.4249 1.1187  0.433
H 3.0360 -1.1613 -1.2379  0.092
H 4.0956 -0.4785 -0.0405  0.095
H 2.7876 -1.6555 0.3900  0.013
H 2.2332 2.2446 0.6739  0.077
H 2.5005 0.9935 1.9231  0.146
H 3.8599 1.3909 0.8073  0.114
H 0.3319 2.0977 0.3145  0.155
H -2.2416 2.7926 0.1711  0.145
H -4.2673 1.7302 0.5136  0.110
H -4.6369 -0.8833 0.4576  0.111
H -2.8901 -2.4039 -0.3457  0.160
H 0.1920 -1.8166 -2.8110  0.124

Forces on the atoms, in the same order (eV/Å):
C -0.797 -0.436 -0.804
N 3.008 2.290 1.270
C -0.919 -0.350 1.737
C -0.084 -1.809 0.889
N 1.274 0.626 -1.141
C 0.201 -7.013 -1.908
C 0.911 1.091 -0.324
C -1.207 -0.398 -0.605
C -1.119 0.760 0.844
C 1.046 -2.502 -1.185
C 1.967 5.490 1.303
P -1.332 0.916 0.377
O 0.035 0.125 0.161
S -0.151 -0.255 -0.854
H 0.169 -0.422 -0.889
H 0.256 0.089 0.173
H 0.369 -0.246 0.471
H 0.513 0.165 -0.074
H 0.260 0.320 -1.567
H -1.204 -0.140 -0.629
H 0.269 0.331 0.309
H -0.444 -0.735 0.488
H -1.717 -0.370 0.509
H -0.851 0.589 0.015
H -0.439 1.863 0.506
H -0.013 0.022 0.926

[2]
Entry from the Open Molecules 2025 dataset: a 9-piece molecular cluster, C21H27F3N6O9 overall in a non-equilibrium geometry (the ωB97M-V functional and the def2-TZVPD basis).

Summary:
Maximum force ... 3.828 eV/Å
SMILES ... O=C1OC[C@@H](F)O1.O=C1OC[C@@H](F)O1.O=C1OC[C@@H](F)O1.CC#N.CC#N.CC#N.CC#N.CC#N.CC#N
Total charge ... 0
LUMO ... 0.5 eV
HOMO-LUMO gap ... 0.4373 Eh
Multiplicity ... 1

Each line ends with the Löwdin charge.
Geometry (Å):
O -6.4911 -1.2716 1.5797  0.211
C -5.7776 -1.0625 0.6838  -0.516
O -4.7251 -0.1416 0.7115  0.057
C -4.0754 -0.2422 -0.5562  -0.055
C -4.6435 -1.5343 -1.1576  -0.342
F -3.7850 -2.5530 -0.9182  0.067
O -5.7934 -1.7301 -0.4981  0.167
H -4.1479 0.6723 -1.1222  0.131
H -3.0610 -0.4087 -0.3288  0.104
H -4.7244 -1.5222 -2.2013  0.156
O -0.1139 -0.8984 0.1761  0.192
C -0.6117 -1.8600 0.6204  -0.582
O -1.2731 -1.8948 1.7665  0.089
C -1.8860 -3.1882 1.9273  -0.037
C -1.2978 -4.0303 0.8224  -0.300
F -2.3221 -4.5190 0.0506  0.040
O -0.5699 -3.0980 0.0386  0.097
H -1.6919 -3.5155 2.9627  0.146
H -2.9438 -3.1411 1.7264  0.129
H -0.6971 -4.9051 1.1572  0.148
O 0.2434 0.9968 -2.8143  0.156
C 0.2801 -0.1852 -2.7800  -0.527
O -0.7771 -1.0650 -2.9242  0.062
C -0.1684 -2.3915 -3.0029  -0.021
C 1.2265 -2.1865 -2.4485  -0.312
F 2.1603 -2.7378 -3.2985  0.057
O 1.4652 -0.8297 -2.5650  0.122
H -0.8076 -3.0181 -2.4380  0.115
H -0.0112 -2.6839 -3.9997  0.125
H 1.3307 -2.4322 -1.3890  0.155
C 3.4229 3.7046 -3.6618  -0.044
C 3.7129 2.6671 -2.6262  -0.249
N 3.8084 1.8638 -1.8080  0.128
H 4.1777 4.4513 -3.4511  0.078
H 2.4810 4.2069 -3.4971  0.042
H 3.5040 3.2045 -4.6122  0.076
C 4.7304 0.7445 2.4400  -0.068
C 5.3425 -0.3599 3.0845  -0.292
N 5.7946 -1.1816 3.7692  0.144
H 5.2959 1.2318 1.6993  0.070
H 4.3502 1.3734 3.2321  0.090
H 3.7446 0.4609 1.9736  0.092
C -2.8341 2.5941 2.7199  -0.044
C -2.4986 2.5276 1.2615  -0.230
N -2.2847 2.6101 0.1367  0.164
H -1.8851 3.0347 3.2814  0.125
H -3.0397 1.6303 3.1964  0.081
H -3.7063 3.1494 2.7454  0.042
C 3.4503 -3.0986 3.0518  -0.070
C 2.1645 -3.7948 2.8545  -0.234
N 1.2440 -4.4544 2.6979  0.154
H 3.4404 -2.1621 2.4869  0.060
H 4.2907 -3.7367 2.6570  0.112
H 3.5997 -2.9600 4.0777  0.053
C -0.9635 4.0525 -2.4277  -0.082
C 0.1132 4.9956 -2.1555  -0.285
N 0.9594 5.7265 -1.9641  0.129
H -1.8228 4.2264 -1.7839  0.054
H -0.6733 3.0894 -1.9932  0.031
H -1.2027 3.8446 -3.4729  0.090
C 1.2291 2.4524 0.5723  -0.064
C 1.0506 2.0610 1.9552  -0.280
N 0.7958 1.6093 3.0115  0.123
H 2.1036 1.9648 0.1089  0.063
H 1.4400 3.5071 0.5685  0.080
H 0.3541 2.1413 0.0908  0.028

Forces on the atoms, in the same order (eV/Å):
O -1.152 -0.130 1.027
C 1.903 1.110 0.095
O -1.668 -1.132 -0.657
C 0.021 -0.346 0.413
C 1.670 1.810 -0.071
F 0.723 -0.964 0.588
O -1.622 -0.431 0.456
H -0.439 0.164 -0.304
H 1.462 -0.069 -0.022
H -0.781 0.193 -1.540
O 0.990 1.382 -1.107
C -0.576 -1.289 0.612
O -0.732 -0.419 0.303
C 0.382 0.241 0.979
C 0.285 -0.736 -0.013
F 0.213 -0.115 -0.068
O 0.042 -0.365 0.370
H 0.008 -0.049 -0.661
H -0.456 0.317 0.153
H -0.099 0.879 -0.461
O -0.789 0.331 -0.167
C 0.251 -0.221 0.222
O 1.929 0.338 -0.208
C -0.080 1.437 0.941
C 0.451 0.162 -0.036
F -0.282 -0.810 0.734
O -1.337 0.817 0.005
H -0.326 -0.879 0.376
H -0.372 -0.425 -1.496
H 0.545 -0.686 -0.387
C 0.914 -0.800 1.553
C -1.208 0.215 -0.104
N 0.301 0.262 -0.186
H 0.324 0.309 -0.715
H -0.402 -0.310 0.064
H 0.061 0.327 -0.493
C -3.059 -0.155 -0.199
C 1.310 -1.920 1.703
N -0.536 0.952 -1.175
H 0.892 0.668 -0.644
H 0.393 0.745 0.178
H 1.022 -0.183 0.118
C 3.765 -0.688 -0.042
C -0.165 -0.149 1.223
N 0.004 -0.194 0.002
H -2.263 -0.609 -1.163
H 0.182 -0.030 -0.546
H -1.526 1.536 0.598
C -0.061 -0.979 -2.109
C 1.215 0.037 0.014
N -0.755 -0.066 -0.115
H 0.047 -0.141 0.343
H -0.934 0.604 0.357
H 0.319 0.529 1.457
C 0.092 -1.188 1.006
C -1.712 -1.160 -0.841
N 1.464 1.146 0.392
H -0.263 0.629 -0.441
H 0.353 -0.007 -0.351
H 0.093 0.560 0.169
C 1.928 -0.008 0.768
C -0.767 -2.013 3.054
N 0.807 1.464 -2.643
H -0.366 -0.021 0.267
H -0.322 0.578 -0.445
H -1.309 -0.054 -1.130

[3]
Entry from the Open Molecules 2025 dataset: C7H10O as an isolated structure in a non-equilibrium geometry (the ωB97M-V functional and the def2-TZVPD basis).

Summary:
Maximum force ... 4.595 eV/Å
Total charge ... 0
LUMO (alpha / beta) ... -0.1 / -0.1 eV
HOMO-LUMO gap (alpha / beta) ... 0.2984 / 0.2985 Eh
Multiplicity ... 1

Each line ends with the Löwdin charge.
Geometry (Å):
C -1.7080 0.1575 -1.0954  -0.015
C 1.9786 -0.0530 -0.7114  -0.033
C -1.3414 -0.4631 0.2322  -0.464
C 0.2233 0.6408 0.9280  -0.110
C 0.8695 -0.3586 0.2518  -0.310
C 0.1878 1.6361 1.7796  0.053
C 0.0890 -1.5634 0.0856  -0.026
O -2.1336 -0.7532 1.1012  0.053
H -2.2023 1.1101 -0.9005  0.088
H -2.4205 -0.4960 -1.5998  0.092
H -0.8381 0.3307 -1.7232  0.079
H 2.8756 -0.5740 -0.3604  0.092
H 2.1933 1.0128 -0.7620  0.084
H 1.7645 -0.4357 -1.7113  0.082
H -0.6102 2.3694 1.7498  0.065
H 0.8944 1.7291 2.5979  0.066
H 0.2620 -2.1223 -0.8312  0.101
H -0.0840 -2.1674 0.9689  0.104

Forces on the atoms, in the same order (eV/Å):
C 0.077 0.812 0.371
C 0.105 0.174 0.171
C -0.127 -4.352 -1.469
C 2.344 -0.064 0.030
C -0.234 1.807 0.268
C -0.353 0.048 0.037
C -2.541 0.934 0.655
O 0.633 1.032 0.025
H -0.064 0.037 -0.165
H 0.090 -0.103 0.138
H 0.027 -0.042 0.004
H -0.005 -0.003 -0.030
H 0.028 -0.036 -0.011
H -0.072 0.020 0.017
H 0.029 0.078 -0.084
H -0.054 -0.155 0.054
H -0.122 0.046 0.052
H 0.239 -0.234 -0.063